Record 1
DFT (wB97M-V/def2-TZVPD) results for C30H35AgN7O4P2 as an isolated structure.

Element x y z (Å)
Ag  0.178224  0.808366  0.720355
C  -0.822043  -2.899802  -0.222357
C  -1.919379  -2.228984  0.595550
P  -1.922301  -0.338452  0.547984
C  -3.250797  0.127673  1.808313
C  -3.403069  1.483245  2.134772
C  -4.304326  1.900317  3.074143
C  -5.048638  0.939967  3.755124
C  -4.914094  -0.405751  3.506386
C  -3.995545  -0.820757  2.503936
C  -2.604758  0.106159  -1.111834
C  -2.181372  1.247527  -1.812144
C  -2.709602  1.581385  -3.031443
C  -3.595587  0.738306  -3.641944
C  -4.024361  -0.364970  -2.964322
C  -3.560459  -0.692408  -1.674585
C  0.591989  -2.775635  0.411157
P  1.469451  -1.269408  -0.242084
C  1.286337  -1.546600  -2.029909
C  0.509727  -0.684897  -2.809195
C  0.175104  -1.025129  -4.127752
C  0.676103  -2.168154  -4.682706
C  1.433871  -3.038302  -3.907403
C  1.707390  -2.754777  -2.580891
C  3.175886  -1.678522  0.077247
C  4.203927  -1.882442  -0.837898
C  5.499926  -2.046409  -0.332507
C  5.807616  -1.949215  1.011147
C  4.751533  -1.746234  1.925611
C  3.481983  -1.567891  1.453422
H  -0.855359  -2.564702  -1.301243
H  -1.126248  -4.029669  -0.264331
H  -1.789737  -2.465301  1.640270
H  -2.885436  -2.624078  0.314448
H  -2.810233  2.274673  1.638414
H  -4.372083  2.950313  3.343017
H  -5.744909  1.295634  4.492470
H  -5.672163  -1.073248  4.009350
H  -3.980520  -1.861166  2.222105
H  -1.421187  1.880310  -1.357045
H  -2.348345  2.422368  -3.595480
H  -3.918907  0.969259  -4.623004
H  -4.800224  -0.912819  -3.479884
H  -4.052662  -1.494918  -1.177181
H  1.190266  -3.633542  0.090342
H  0.622771  -2.706694  1.485131
H  0.064292  0.164406  -2.351184
H  -0.452157  -0.336519  -4.669453
H  0.361872  -2.388465  -5.684215
H  1.764299  -3.956342  -4.340064
H  2.253100  -3.520407  -1.980723
H  4.084293  -1.849461  -1.931412
H  6.349328  -2.147475  -1.044392
H  6.839781  -2.050922  1.334518
H  4.994474  -1.634564  2.977851
H  2.605317  -1.293451  2.104365
N  2.734167  1.867153  -1.360358
N  3.172108  2.628924  -0.313913
C  2.319691  3.306410  0.474357
N  2.858807  4.188771  1.348199
N  0.985290  3.040846  0.347308
N  0.085948  3.887518  0.903010
O  0.389300  5.031227  1.310229
O  -1.028672  3.460681  0.884598
H  2.870681  0.890094  -1.374937
H  3.022083  2.264055  -2.238877
H  4.162291  2.556372  -0.077903
H  3.794755  4.460505  1.110236
H  2.226050  4.947335  1.546632
O  -1.222072  4.333045  -5.534750
C  -1.455363  4.730636  -6.572518
N  -0.356762  -0.244748  3.842581
C  0.636295  0.681533  3.869323
N  1.128242  0.987712  5.045209
O  1.082315  1.178273  2.835986
H  -0.827978  -0.510957  4.706862
H  -0.921394  -0.224103  2.999345
H  0.873750  0.423468  5.851563
H  1.878106  1.653834  5.029013

Forces on the atoms, in the same order (eV/Å):
Ag 0.506 -0.332 -0.292
C -0.533 -1.713 -0.297
C 0.111 1.208 -0.220
P -1.223 -0.076 0.055
C 0.579 -0.361 -0.314
C 0.935 0.759 -0.996
C 0.000 -0.322 0.598
C -0.061 0.618 0.263
C -0.600 -0.635 -0.494
C -1.006 0.264 0.463
C 0.362 0.132 0.742
C 0.534 0.070 1.176
C 0.925 0.298 -0.292
C 0.216 0.035 0.403
C -0.750 -0.762 0.230
C -1.045 0.485 -1.852
C -0.051 0.104 -1.650
P -0.715 0.193 -0.582
C -0.384 0.004 0.009
C 0.210 -1.040 -0.216
C 0.272 1.125 1.125
C -0.281 -0.217 0.043
C -0.140 0.094 -0.004
C 0.590 -0.748 -0.060
C 0.778 0.425 0.526
C 0.421 0.071 0.093
C 1.116 0.348 -0.959
C -0.870 -0.327 0.206
C 1.282 0.246 0.058
C -1.548 0.035 -0.069
H 0.170 -0.277 1.172
H 0.724 1.904 0.077
H 0.096 -0.159 0.491
H -0.350 0.071 -0.156
H -0.229 -0.780 0.151
H -0.139 -0.142 -0.168
H -0.283 -0.102 0.245
H 1.374 0.392 -0.659
H 0.192 -0.177 0.070
H -0.086 -0.003 -0.030
H 0.137 0.435 0.173
H -0.522 0.032 -0.776
H -0.018 -0.580 0.369
H 0.031 -0.611 0.426
H -0.010 0.047 0.212
H -0.336 -0.141 0.493
H -0.086 0.761 0.216
H -0.152 -0.048 -0.248
H 0.259 -0.375 -0.391
H 0.222 -0.502 -0.156
H -0.445 0.812 -0.483
H -0.236 -0.177 0.684
H -0.802 -0.062 0.499
H -0.232 0.042 0.066
H -0.195 -0.075 -0.060
H 1.207 -0.346 -0.298
N -0.927 1.097 -1.244
N 0.745 -0.775 0.391
C -1.427 0.397 0.326
N 0.016 -0.611 -0.819
N 2.259 -0.287 -0.227
N 1.150 1.586 0.139
O -0.253 -1.125 -0.316
O -1.542 -0.090 0.342
H 0.446 -1.073 0.812
H -0.021 0.145 -0.144
H -0.479 0.375 0.222
H 0.307 0.157 0.136
H -0.298 0.186 0.428
O -0.259 0.411 -1.113
C 0.254 -0.422 1.119
N -0.610 -0.477 0.204
C -0.724 -0.678 -1.293
N 0.403 0.006 1.841
O 0.254 0.524 -0.453
H 0.128 0.243 -0.582
H 0.058 -0.090 0.332
H 0.437 0.666 -0.177
H 0.170 -0.084 0.465

- HOMO (eV) = -10.29
- frontier orbital gap (eV) = 8.2013
- total charge = +1

=====

Record 2
DFT (wB97M-V/def2-TZVPD) results for C5H4CuLiO7 as an isolated structure.

Element x y z (Å)
O  0.954389  0.588389  1.861528
C  1.535920  -0.380905  1.287437
O  1.626220  -1.553933  1.657321
O  -0.203915  -1.199659  -0.758095
O  -2.447498  -0.855425  -0.737635
C  -3.301414  0.234886  -0.443637
C  -2.423815  1.449342  -0.729145
O  -1.117049  0.972959  -0.413167
C  -1.179233  -0.574724  -0.270316
H  -4.181845  0.180077  -1.092936
H  -3.617078  0.201957  0.611870
H  -2.686984  2.315767  -0.110460
H  -2.453042  1.734281  -1.789235
Cu  0.392358  1.764681  0.383879
Li  1.316325  -2.238764  -0.274428
O  2.082985  1.197009  -0.489911
O  2.849628  -0.895413  -0.702002
C  2.262000  0.004021  -0.097974

Forces on the atoms, in the same order (eV/Å):
O -0.890 1.201 0.030
C 1.532 -1.210 -1.097
O -0.406 0.917 -0.226
O -0.326 0.335 0.327
O -0.149 0.097 -0.203
C -0.130 -0.106 0.171
C -0.313 0.271 -0.185
O -0.692 0.950 -0.309
C 0.368 -1.349 -0.049
H 0.253 -0.012 0.155
H 0.100 0.033 -0.261
H 0.084 -0.187 -0.107
H 0.006 -0.091 0.222
Cu 1.983 -1.489 0.283
Li 0.052 0.444 0.144
O -0.730 1.390 0.224
O -0.470 0.557 0.351
C -0.272 -1.752 0.529

- HOMO (spin up / spin down) (eV) = -6.91 / -9.69
- frontier orbital gap (spin up / spin down) (eV) = 5.8550 / 6.6515
- <S²> = 2.0071
- spin multiplicity = 3

=====

Record 3
DFT (wB97M-V/def2-TZVPD) results for one molecule with the formula C21H27N3O2.

Element x y z (Å)
O  -0.587207  -3.995878  0.788867
C  -1.003771  -2.856204  0.747828
N  -0.221520  -1.762864  0.765686
H  -0.665315  -0.864412  0.626941
C  1.220556  -1.838933  0.741499
C  1.765527  -2.071853  -0.670450
H  1.384938  -3.028755  -1.031624
H  1.403152  -1.283508  -1.333617
C  3.298969  -2.088793  -0.693652
C  3.861720  -0.732627  -0.376150
C  4.287134  -0.413510  0.906972
C  4.758855  0.853935  1.201027
C  4.813354  1.822080  0.213308
C  4.399344  1.513780  -1.071344
C  3.926366  0.246094  -1.361314
H  3.604679  0.010286  -2.366536
H  4.441873  2.263324  -1.848331
H  5.181238  2.811564  0.441757
H  5.085508  1.086041  2.204384
H  4.251937  -1.166539  1.681425
H  3.658599  -2.823429  0.028622
H  3.629907  -2.396908  -1.687880
H  1.517243  -2.676418  1.379311
H  1.616332  -0.908059  1.152525
C  -2.498983  -2.530703  0.742392
N  -2.774416  -1.261543  0.104849
C  -4.042672  -0.668505  0.486504
C  -4.074849  0.801239  -0.004152
N  -2.966207  1.070889  -0.895294
C  -1.776056  1.576248  -0.384682
C  -0.526244  1.095122  -0.781945
C  0.660221  1.643127  -0.324768
C  0.639414  2.698365  0.563014
C  -0.584479  3.213131  0.957075
C  -1.775239  2.685259  0.489122
O  -2.964524  3.260210  0.866699
H  -2.774416  4.044725  1.395341
H  -0.622411  4.060754  1.630470
H  1.557004  3.125553  0.935681
H  1.602355  1.238261  -0.660766
H  -0.470766  0.274117  -1.476966
C  -2.929751  0.065126  -1.930700
C  -2.678246  -1.343468  -1.342510
H  -1.680968  -1.711371  -1.595086
H  -3.410975  -2.061740  -1.752786
H  -3.908996  0.089922  -2.419478
H  -2.182804  0.327932  -2.679594
H  -5.003351  0.992626  -0.552474
H  -4.034670  1.483524  0.838260
H  -4.123921  -0.700112  1.574589
H  -4.893665  -1.233180  0.066505
H  -2.808497  -2.475167  1.790483
H  -3.036252  -3.375023  0.280200

Forces on the atoms, in the same order (eV/Å):
O 0.113 -0.435 0.010
C -0.324 0.344 0.026
N 0.145 0.323 -0.007
H -0.080 -0.104 0.073
C 0.038 -0.188 -0.204
C 0.100 -0.138 0.283
H -0.069 0.021 -0.038
H -0.052 0.031 -0.069
C -0.239 0.072 -0.120
C 0.114 -0.102 -0.014
C 0.020 -0.004 -0.037
C 0.015 0.061 0.102
C 0.032 0.116 0.037
C -0.017 0.062 -0.079
C 0.049 -0.029 0.012
H -0.035 -0.038 -0.111
H 0.010 0.057 -0.062
H 0.036 0.075 0.019
H 0.026 0.020 0.077
H -0.010 -0.089 0.078
H 0.060 -0.057 -0.027
H 0.061 -0.059 0.059
H 0.076 0.122 0.016
H -0.032 -0.084 0.039
C -0.018 -0.142 -0.056
N -0.166 -0.145 0.081
C -0.027 0.030 0.052
C -0.204 -0.023 0.226
N -0.229 0.261 -0.284
C 0.074 0.254 0.102
C -0.115 0.092 -0.011
C 0.128 0.025 0.030
C 0.014 0.034 0.002
C -0.033 -0.078 -0.014
C 0.229 0.051 0.128
O -0.074 0.053 -0.101
H 0.013 -0.119 -0.086
H -0.021 0.061 0.066
H 0.097 0.042 0.033
H 0.083 -0.057 -0.031
H -0.051 -0.157 -0.069
C 0.044 0.002 -0.082
C 0.094 -0.007 -0.031
H -0.011 -0.017 -0.050
H 0.068 0.029 0.046
H 0.091 -0.002 -0.012
H -0.064 -0.035 -0.018
H 0.027 0.012 0.089
H -0.089 -0.109 -0.093
H -0.046 -0.044 -0.045
H 0.038 -0.019 0.055
H -0.007 -0.021 -0.057
H 0.118 0.057 0.072

- HOMO (eV) = -7.68
- frontier orbital gap (eV) = 8.3851
- energy relative to the best compared isomer or geometry (same formula, charge and spin) (kJ/mol) = 149.9
- SMILES = O=C(CN1CCN(c2ccccc2O)CC1)NCCCc1ccccc1

=====

Record 4
DFT (wB97M-V/def2-TZVPD) results for H24O12 as an isolated structure.

Element x y z (Å)
H  -0.468186  -0.928532  -1.131174
H  -1.565895  -0.085334  -0.503404
H  -0.178630  1.427486  -3.099176
H  1.086402  2.214432  -2.798424
H  4.828969  -2.113652  1.138099
H  3.319758  -1.995429  1.002648
H  1.034786  -3.293877  -2.102435
H  -0.432819  -3.395616  -1.720564
H  1.067775  2.949249  0.954050
H  -0.125956  3.793523  1.369081
H  -0.177185  -0.718430  4.853194
H  0.562022  -0.125867  3.664715
H  -1.388958  -3.310885  1.382726
H  -1.381981  -3.961268  0.009047
H  -5.340548  0.556588  2.203635
H  -4.939036  1.967179  2.602463
H  0.839799  3.750741  -1.255069
H  -0.594864  3.807830  -0.756548
H  0.829244  0.659081  -0.998333
H  2.177826  -0.039877  -1.051487
H  2.787813  -0.118049  1.498773
H  4.039139  0.735915  1.376423
H  -3.271037  -0.494000  -1.861804
H  -3.188464  -1.532812  -2.968192
O  -0.611254  -0.217974  -0.495855
O  0.732271  1.318022  -2.803765
O  4.143163  -1.761326  0.559715
O  0.172260  -3.536862  -2.457395
O  0.281933  3.380391  0.599706
O  0.641277  -0.798480  4.350499
O  -1.891392  -3.357739  0.561535
O  -4.814378  1.308745  1.909704
O  -0.023729  4.123357  -1.465940
O  1.667001  0.659220  -1.474938
O  3.203765  0.544288  0.935494
O  -3.020883  -1.410036  -2.027005

Forces on the atoms, in the same order (eV/Å):
H -0.120 0.033 -0.112
H 0.163 -0.121 0.108
H -0.475 0.599 -0.695
H -0.206 -0.014 -0.173
H 0.010 -0.126 -0.105
H 0.118 -0.139 -0.137
H 0.033 0.007 -0.135
H -0.067 0.118 -0.181
H 0.074 -0.317 -0.038
H 0.063 0.031 0.070
H 0.091 -0.051 -0.012
H -0.003 -0.042 0.024
H -0.041 0.048 -0.029
H -0.180 -0.115 0.145
H 0.056 0.021 -0.089
H 0.027 -0.015 -0.106
H -0.496 0.214 0.042
H 0.480 0.076 -0.752
H 0.198 -0.051 -0.070
H 0.684 0.053 0.838
H 0.123 0.245 -0.073
H -0.001 -0.141 -0.119
H -0.134 -0.077 -0.068
H 0.068 -0.031 0.039
O -0.446 -0.152 0.313
O -4.877 3.278 -6.507
O 0.284 -0.780 0.149
O 0.000 0.020 0.284
O 0.447 -0.835 3.029
O -0.097 0.097 -0.074
O 0.221 -0.053 -0.030
O -0.066 -0.016 0.176
O -0.472 0.761 -2.348
O 4.984 -3.606 6.064
O -0.449 0.947 0.634
O 0.006 0.133 -0.063

- HOMO (eV) = -7.71
- frontier orbital gap (eV) = 7.5253
- energy relative to the best compared isomer or geometry (same formula, charge and spin) (kJ/mol) = 657.3

=====

Record 5
DFT (wB97M-V/def2-TZVPD) results for one molecule with the formula C5H8N2.

Element x y z (Å)
C  1.544013  -0.430995  -0.607653
C  0.605294  0.357802  0.295690
C  -0.447062  1.305769  -0.314910
N  -1.409752  0.841791  0.701007
C  -0.613499  -0.370251  0.933211
C  -1.021435  -1.556610  0.155223
N  -1.319490  -2.487050  -0.467139
H  1.238798  -0.373693  -1.656910
H  2.575087  -0.076815  -0.550258
H  1.542741  -1.487398  -0.324963
H  1.138537  0.868562  1.101811
H  -0.702860  0.996815  -1.339024
H  -0.241737  2.381378  -0.298121
H  -2.362948  0.692911  0.386276
H  -0.525685  -0.662210  1.985759

Forces on the atoms, in the same order (eV/Å):
C 0.075 -0.009 -0.030
C 0.140 -0.004 -0.012
C 0.128 0.195 -0.225
N -0.296 -0.019 -0.039
C 0.027 -0.180 0.200
C -0.302 -0.816 -0.571
N 0.265 0.973 0.642
H -0.050 -0.061 0.154
H -0.105 0.053 0.040
H 0.072 0.077 -0.056
H -0.032 -0.103 -0.116
H 0.028 0.056 0.127
H -0.052 -0.181 0.009
H 0.118 0.008 0.048
H -0.015 0.010 -0.171

- HOMO (eV) = -9.81
- frontier orbital gap (eV) = 10.7912
- energy relative to the best compared isomer or geometry (same formula, charge and spin) (kJ/mol) = 132.3
- SMILES = C[C@H]1CN[C@H]1C#N

=====

Record 6
DFT (wB97M-V/def2-TZVPD) results for one molecule with the formula C14H18ClNO3.

Element x y z (Å)
O  -1.156735  -2.423216  0.266496
O  2.309693  -2.145159  -3.342802
Cl  0.200029  -1.742336  4.774511
O  0.640230  3.005266  -0.587799
C  -0.683905  -1.312561  0.454933
C  1.642869  -1.221821  -2.843256
C  -0.961863  -0.593335  1.698796
C  -0.465949  0.670385  1.644035
N  -0.100601  -0.375924  -0.404286
C  -0.503651  1.814550  2.729100
C  -0.999381  -2.452408  3.666331
C  -1.773899  -1.362358  2.915398
C  2.332298  0.025110  -2.513285
C  1.439129  1.219672  -2.846077
C  0.139687  -1.464513  -2.669886
C  -0.149813  1.851911  -0.762590
C  0.002349  1.146611  -2.180095
C  0.220596  0.811646  0.337097
C  -0.497531  -0.243502  -1.780204
H  0.138615  3.582238  0.115777
H  -1.263899  2.558330  2.439237
H  0.457055  2.286438  2.814436
H  -0.725267  1.377140  3.728777
H  -1.651152  -3.024836  4.364395
H  -0.588048  -3.243265  3.021538
H  -2.100837  -0.659979  3.669025
H  -2.581485  -1.902728  2.452002
H  2.656667  -0.036288  -1.419679
H  3.263383  0.207426  -3.069603
H  2.008828  2.067951  -2.509822
H  1.338430  1.163524  -3.940585
H  0.021628  -2.470243  -2.165882
H  -0.332231  -1.450039  -3.630370
H  -1.170035  2.107618  -0.507609
H  -0.877463  1.632327  -2.699976
H  1.340110  0.812601  0.566063
H  -1.567849  -0.216231  -1.784142

Forces on the atoms, in the same order (eV/Å):
O 0.827 0.201 -1.019
O -1.249 1.335 0.847
Cl 0.516 0.044 -0.159
O -1.400 2.272 1.577
C -1.574 0.343 -0.006
C 1.331 -3.614 -1.863
C -0.406 0.096 3.499
C -0.973 0.202 1.565
N 0.385 -2.768 1.489
C -0.619 -1.989 -0.728
C -0.643 -0.746 0.238
C 2.119 0.534 -1.673
C 0.282 1.270 1.703
C -1.298 -0.693 0.664
C -0.061 1.618 2.492
C 1.218 -0.007 1.428
C -0.914 1.362 1.107
C 1.588 -0.040 -1.733
C 1.728 -1.716 -1.213
H 1.703 -1.533 -2.126
H 0.260 -0.224 0.243
H 0.501 0.307 -0.155
H -0.084 0.358 -0.776
H 0.008 0.662 -0.616
H 0.382 0.706 0.060
H -0.338 0.354 -0.165
H -0.603 0.176 -0.287
H -0.643 0.253 -1.133
H -0.276 -0.794 0.040
H -0.326 0.853 -0.257
H -0.103 0.591 0.319
H -0.106 1.262 -0.581
H -0.213 -0.207 -0.685
H -0.705 -0.059 -0.723
H 1.601 -0.402 -0.472
H -1.077 0.434 -0.421
H -0.835 -0.437 -0.480

- HOMO (eV) = -9.21
- frontier orbital gap (eV) = 9.4975
- energy relative to the best compared isomer or geometry (same formula, charge and spin) (kJ/mol) = 145.2
- SMILES = CC1=C(CCCl)C(=O)N2[C@@H]3CC(=O)CC[C@@H]3[C@H](O)[C@@H]12

=====

The following E_tot values (in eV) correspond, in order, to the records above: -72868.1063 -64425.8917 -30781.0065 -24954.8822 -8293.6251 -34963.8076.
The following max |F| values (in hartree/bohr) correspond, in order, to the records above: 0.04450 0.04854 0.00919 0.17050 0.02325 0.08319.